# 1
Density functional theory data (wB97M-V/def2-TZVPD) for 2 unconnected molecules or ions with the total composition CH2Br2O2S at a distorted geometry.

**Highest occupied orbital energy (alpha / beta)**: -10.15 / -9.75 eV
**Lowest unoccupied orbital energy (alpha / beta)**: -2.2 / -3.3 eV
**E_tot**: -5735.88119 hartree
**Relative energy (zero: lowest compared OMol25 entry of this formula, charge and spin)**: 193.4 kJ/mol
**Orbital gap (alpha / beta)**: 7.95 / 6.49 eV

Structure (ORCA input):
```
! wB97M-V def2-TZVPD RIJCOSX def2/J DEFGRID3
* xyz 0 1
C 1.31 0.37 0.54
O -1.53 -1.35 0.45
O -0.95 -0.68 -1.85
S -1.09 -0.34 -0.43
Br 2.51 -0.73 -0.42
Br -2.75 1.41 -0.29
H 0.91 -0.16 1.32
H 1.58 1.48 0.69
*
```

---

# 2
Density functional theory data (wB97M-V/def2-TZVPD) for a molecular structure, CH2Br3Ca2F2O3PRb2 at a distorted geometry.

**Highest occupied orbital energy (alpha / beta)**: -24.01 / -23.68 eV
**Lowest unoccupied orbital energy (alpha / beta)**: -17.7 / -18.3 eV
**E_tot**: -9929.63382 hartree
**Orbital gap (alpha / beta)**: 6.31 / 5.34 eV

Structure (ORCA input):
```
! wB97M-V def2-TZVPD RIJCOSX def2/J DEFGRID3
* xyz 5 2
Rb -3.85 -12.92 -0.81
Rb 0.81 -15.50 2.84
Ca -2.77 -12.35 3.13
Ca -2.62 -15.16 5.24
O -1.29 -13.81 4.13
H -0.43 -13.35 4.19
O -2.88 -14.23 1.47
P -2.76 -15.72 1.80
O -2.80 -16.22 3.25
F -1.29 -16.29 1.20
F -3.90 -16.37 0.84
C -2.72 -19.03 0.06
Br -1.38 -20.56 0.29
Br -4.54 -19.77 -0.27
Br -2.21 -17.85 -1.41
H -2.74 -18.46 0.99
*
```

---

# 3
Density functional theory data (wB97M-V/def2-TZVPD) for 2 unconnected molecules or ions with the total composition CH2Br4P2.

**Highest occupied orbital energy (alpha / beta)**: -8.18 / -9.63 eV
**Lowest unoccupied orbital energy (alpha / beta)**: 0.0 / -2.5 eV
**E_tot**: -11018.05442 hartree
**Orbital gap (alpha / beta)**: 8.22 / 7.08 eV

Structure (ORCA input):
```
! wB97M-V def2-TZVPD RIJCOSX def2/J DEFGRID3
* xyz 0 3
C 0.68 -0.86 0.37
P -2.06 0.73 0.25
P 1.20 0.33 -0.80
Br -2.70 0.40 2.33
Br -1.19 2.74 0.37
Br 3.12 -0.67 -1.53
Br -0.14 -0.19 -2.50
H 0.12 -1.74 0.09
H 0.96 -0.75 1.40
*
```

---

# 4
Density functional theory data (wB97M-V/def2-TZVPD) for a single CH2BrClO molecule at a distorted geometry.

**Highest occupied orbital energy (alpha / beta)**: -8.36 / -8.36 eV
**Lowest unoccupied orbital energy (alpha / beta)**: -2.4 / -2.4 eV
**E_tot**: -3148.52422 hartree
**Relative energy (zero: lowest compared OMol25 entry of this formula, charge and spin)**: 538.9 kJ/mol
**Orbital gap (alpha / beta)**: 5.93 / 5.93 eV

Structure (ORCA input):
```
! wB97M-V def2-TZVPD RIJCOSX def2/J DEFGRID3
* xyz 0 1
C -1.16 0.41 0.08
O 1.48 -1.43 -0.41
Cl 0.23 1.25 -0.20
Br 2.50 -0.14 0.06
H -1.49 -0.42 -0.62
H -1.57 0.34 1.10
*
```

---

# 5
Density functional theory data (wB97M-V/def2-TZVPD) for 2 unconnected molecules or ions with the total composition CH2BrClO at a distorted geometry.

**Highest occupied orbital energy**: -9.34 eV
**Lowest unoccupied orbital energy**: 0.4 eV
**E_tot**: -3148.64925 hartree
**Relative energy (zero: lowest compared OMol25 entry of this formula, charge and spin)**: 210.7 kJ/mol
**Orbital gap**: 9.77 eV

Structure (ORCA input):
```
! wB97M-V def2-TZVPD RIJCOSX def2/J DEFGRID3
* xyz 0 1
C 1.72 -0.40 -0.20
O 1.05 0.26 0.65
Cl -2.97 0.62 -1.71
Br 2.70 -1.75 0.61
H -3.51 1.29 -0.84
H 1.01 -0.01 1.49
*
```

---

# 6
Density functional theory data (wB97M-V/def2-TZVPD) for 2 unconnected molecules or ions with the total composition CH2BrF2P at a distorted geometry.

**Highest occupied orbital energy**: -9.84 eV
**Lowest unoccupied orbital energy**: -1.4 eV
**E_tot**: -3154.30569 hartree
**Relative energy (zero: lowest compared OMol25 entry of this formula, charge and spin)**: 219.3 kJ/mol
**Orbital gap**: 8.48 eV

Structure (ORCA input):
```
! wB97M-V def2-TZVPD RIJCOSX def2/J DEFGRID3
* xyz 0 1
C -0.22 -0.50 -0.49
F -0.14 -1.84 -0.54
F -1.21 -0.19 -1.34
P -0.53 0.34 1.23
Br 1.58 0.07 1.85
H 0.63 -0.07 -0.82
H -0.12 2.20 0.11
*
```

---

# 7
Density functional theory data (wB97M-V/def2-TZVPD) for 2 unconnected molecules or ions with the total composition CH2BrF2P at a distorted geometry.

**Highest occupied orbital energy (alpha / beta)**: -9.51 / -9.71 eV
**Lowest unoccupied orbital energy (alpha / beta)**: -1.5 / -1.6 eV
**E_tot**: -3154.29620 hartree
**Relative energy (zero: lowest compared OMol25 entry of this formula, charge and spin)**: 244.3 kJ/mol
**Orbital gap (alpha / beta)**: 8.04 / 8.14 eV

Structure (ORCA input):
```
! wB97M-V def2-TZVPD RIJCOSX def2/J DEFGRID3
* xyz 0 1
C -0.84 -0.95 -0.15
F -1.87 -1.58 -0.87
F -0.51 -1.78 0.86
P 0.70 -0.79 -1.26
Br -0.12 0.55 -2.73
H -1.35 -0.12 0.12
H 1.62 0.06 0.61
*
```

---

# 8
Density functional theory data (wB97M-V/def2-TZVPD) for a gas-phase ion, CH2BrN2 (charge +1) at a distorted geometry.

**Highest occupied orbital energy**: -16.25 eV
**Lowest unoccupied orbital energy**: -7.0 eV
**E_tot**: -2722.33632 hartree
**Relative energy (zero: lowest compared OMol25 entry of this formula, charge and spin)**: 241.6 kJ/mol
**Orbital gap**: 9.21 eV

Structure (ORCA input):
```
! wB97M-V def2-TZVPD RIJCOSX def2/J DEFGRID3
* xyz 1 1
C 0.80 -0.26 -0.85
N -0.26 0.49 -0.45
N -0.14 -0.89 -0.47
Br -0.61 0.84 1.63
H 1.88 -0.09 -1.22
H -1.67 -0.09 1.37
*
```

---

# 9
Density functional theory data (wB97M-V/def2-TZVPD) for a single CH2BrPSi molecule at a distorted geometry.

**Highest occupied orbital energy**: -8.46 eV
**Lowest unoccupied orbital energy**: -0.1 eV
**E_tot**: -3244.05865 hartree
**Relative energy (zero: lowest compared OMol25 entry of this formula, charge and spin)**: 39.3 kJ/mol
**Orbital gap**: 8.40 eV

Structure (ORCA input):
```
! wB97M-V def2-TZVPD RIJCOSX def2/J DEFGRID3
* xyz 0 1
Br 2.59 0.86 -0.06
C 1.01 -0.12 -0.07
P 0.49 -1.72 -0.01
Si -1.07 -0.07 0.01
H -1.37 0.54 1.19
H -1.64 0.50 -1.06
*
```

---

# 10
Density functional theory data (wB97M-V/def2-TZVPD) for a molecular structure, CH2Cl2F18O4P4V at a distorted geometry.

**Highest occupied orbital energy (alpha / beta)**: 1.52 / 1.15 eV
**Lowest unoccupied orbital energy (alpha / beta)**: 6.0 / 6.0 eV
**E_tot**: -5368.12739 hartree
**Orbital gap (alpha / beta)**: 4.52 / 4.87 eV

Structure (ORCA input):
```
! wB97M-V def2-TZVPD RIJCOSX def2/J DEFGRID3
* xyz -3 5
V -16.37 -11.68 -38.51
P -16.36 -9.99 -36.63
O -17.62 -10.79 -37.10
O -17.49 -9.48 -35.68
O -16.62 -9.59 -38.07
O -15.99 -11.46 -36.43
P -16.68 -12.35 -42.31
F -17.22 -12.09 -43.82
F -18.22 -12.67 -41.83
F -16.35 -13.91 -42.58
F -16.15 -12.44 -40.77
F -15.22 -11.94 -42.84
F -17.21 -10.77 -42.17
P -19.79 -9.67 -40.24
F -19.16 -8.38 -39.52
F -18.29 -10.41 -39.98
F -20.16 -10.09 -38.77
F -20.23 -11.09 -40.90
F -21.27 -9.00 -40.37
F -19.34 -9.17 -41.74
P -17.98 -14.18 -38.03
F -19.56 -14.49 -37.64
F -18.35 -12.76 -38.80
F -17.97 -13.43 -36.56
F -16.42 -13.85 -38.35
F -17.48 -15.57 -37.38
F -18.08 -14.91 -39.51
C -12.93 -12.13 -39.80
Cl -13.51 -13.71 -39.34
Cl -13.92 -10.77 -39.30
H -11.97 -11.98 -39.30
H -12.78 -12.16 -40.88
*
```

---

# 11
Density functional theory data (wB97M-V/def2-TZVPD) for 2 unconnected molecules or ions with the total composition CH2Cl2FPS at a distorted geometry.

**Highest occupied orbital energy (alpha / beta)**: -8.95 / -8.92 eV
**Lowest unoccupied orbital energy (alpha / beta)**: -2.3 / -1.1 eV
**E_tot**: -1799.04899 hartree
**Relative energy (zero: lowest compared OMol25 entry of this formula, charge and spin)**: 243.5 kJ/mol
**Orbital gap (alpha / beta)**: 6.65 / 7.84 eV

Structure (ORCA input):
```
! wB97M-V def2-TZVPD RIJCOSX def2/J DEFGRID3
* xyz 0 1
C 0.98 0.66 -1.06
F 1.99 -0.15 -1.11
P -0.78 -0.66 0.71
S 0.42 -1.85 1.64
Cl -2.64 -1.38 0.10
Cl -1.34 0.94 1.99
H 0.88 1.46 -0.24
H 0.51 0.97 -2.02
*
```

---

# 12
Density functional theory data (wB97M-V/def2-TZVPD) for a single CH2Cl2FPS molecule at a distorted geometry.

**Highest occupied orbital energy**: -9.80 eV
**Lowest unoccupied orbital energy**: -0.2 eV
**E_tot**: -1799.13176 hartree
**Relative energy (zero: lowest compared OMol25 entry of this formula, charge and spin)**: 26.2 kJ/mol
**Orbital gap**: 9.60 eV

Structure (ORCA input):
```
! wB97M-V def2-TZVPD RIJCOSX def2/J DEFGRID3
* xyz 0 1
F 1.39 1.48 -0.17
C 1.00 0.17 0.13
P -0.88 -0.08 -0.16
S -1.93 0.74 -1.61
Cl -1.76 0.47 1.68
Cl -0.76 -2.13 -0.13
H 1.34 -0.48 -0.68
H 1.59 -0.17 0.93
*
```

---

# 13
Density functional theory data (wB97M-V/def2-TZVPD) for a single CH2Cl2NO2P molecule at a distorted geometry.

**Highest occupied orbital energy**: -11.03 eV
**Lowest unoccupied orbital energy**: 0.5 eV
**E_tot**: -1506.35981 hartree
**Relative energy (zero: lowest compared OMol25 entry of this formula, charge and spin)**: 5.1 kJ/mol
**Orbital gap**: 11.51 eV

Structure (ORCA input):
```
! wB97M-V def2-TZVPD RIJCOSX def2/J DEFGRID3
* xyz 0 1
H -0.99 -1.97 -1.30
N -0.59 -1.22 -0.72
C -0.17 -0.19 -1.24
O 0.32 0.87 -0.39
P 0.18 0.61 1.15
O -1.13 0.70 1.82
Cl 1.48 2.15 1.42
Cl 1.11 -1.11 1.58
H -0.22 0.16 -2.31
*
```

---

# 14
Density functional theory data (wB97M-V/def2-TZVPD) for 2 unconnected molecules or ions with the total composition CH2Cl2O2P at a distorted geometry.

**Highest occupied orbital energy**: -5.08 eV
**Lowest unoccupied orbital energy**: 3.4 eV
**E_tot**: -1451.55214 hartree
**Relative energy (zero: lowest compared OMol25 entry of this formula, charge and spin)**: 309.6 kJ/mol
**Orbital gap**: 8.45 eV

Structure (ORCA input):
```
! wB97M-V def2-TZVPD RIJCOSX def2/J DEFGRID3
* xyz -1 1
C -1.09 0.02 -0.35
O 1.39 -1.12 0.06
O 1.17 1.45 0.11
P 0.59 0.12 0.43
Cl -1.82 -1.44 0.13
Cl -1.99 1.43 0.06
H -1.17 0.06 -2.10
H 0.17 -0.06 1.71
*
```

---

# 15
Density functional theory data (wB97M-V/def2-TZVPD) for a molecular structure, CH2Cl2O3 at a distorted geometry.

**Highest occupied orbital energy**: -10.17 eV
**Lowest unoccupied orbital energy**: 0.4 eV
**E_tot**: -1185.31488 hartree
**Relative energy (zero: lowest compared OMol25 entry of this formula, charge and spin)**: 136.8 kJ/mol
**Orbital gap**: 10.55 eV

Structure (ORCA input):
```
! wB97M-V def2-TZVPD RIJCOSX def2/J DEFGRID3
* xyz 0 1
C 0.44 0.16 -0.04
O 0.83 -0.09 1.19
O 0.52 -0.90 -0.80
O -1.29 0.58 0.05
Cl 1.19 1.68 -0.69
Cl -2.01 -0.94 0.13
H 0.33 0.45 1.82
H -0.02 -0.94 -1.66
*
```

---

# 16
Density functional theory data (wB97M-V/def2-TZVPD) for 2 unconnected molecules or ions with the total composition CH2Cl2OSi at a distorted geometry.

**Highest occupied orbital energy (alpha / beta)**: -6.98 / -11.41 eV
**Lowest unoccupied orbital energy (alpha / beta)**: 0.3 / -1.7 eV
**E_tot**: -1324.35309 hartree
**Relative energy (zero: lowest compared OMol25 entry of this formula, charge and spin)**: 0.0 kJ/mol
**Orbital gap (alpha / beta)**: 7.30 / 9.76 eV

Structure (ORCA input):
```
! wB97M-V def2-TZVPD RIJCOSX def2/J DEFGRID3
* xyz 0 3
C -1.71 0.25 0.52
O -2.49 0.41 -0.38
Si 1.13 -0.31 -0.46
Cl 1.61 1.64 -0.38
Cl 2.65 -1.27 0.59
H -2.01 0.34 1.70
H 0.82 -1.07 -1.59
*
```

---

# 17
Density functional theory data (wB97M-V/def2-TZVPD) for 2 unconnected molecules or ions with the total composition CH2Cl4Si at a distorted geometry.

**Highest occupied orbital energy (alpha / beta)**: -8.70 / -7.07 eV
**Lowest unoccupied orbital energy (alpha / beta)**: -0.4 / -1.0 eV
**E_tot**: -2169.49494 hartree
**Relative energy (zero: lowest compared OMol25 entry of this formula, charge and spin)**: 636.1 kJ/mol
**Orbital gap (alpha / beta)**: 8.34 / 6.06 eV

Structure (ORCA input):
```
! wB97M-V def2-TZVPD RIJCOSX def2/J DEFGRID3
* xyz 0 1
C 0.33 -0.90 -1.36
Si -0.66 0.93 1.37
Cl 2.06 -0.88 -0.98
Cl -0.13 0.03 -2.74
Cl 0.49 2.38 1.87
Cl -0.24 -0.46 2.65
H 0.04 -2.05 -1.61
H -1.89 0.95 0.81
*
```

---

# 18
Density functional theory data (wB97M-V/def2-TZVPD) for 2 unconnected molecules or ions with the total composition CH2ClFP2 at a distorted geometry.

**Highest occupied orbital energy (alpha / beta)**: -9.00 / -9.75 eV
**Lowest unoccupied orbital energy (alpha / beta)**: -0.6 / -1.7 eV
**E_tot**: -1281.89390 hartree
**Relative energy (zero: lowest compared OMol25 entry of this formula, charge and spin)**: 430.5 kJ/mol
**Orbital gap (alpha / beta)**: 8.40 / 8.01 eV

Structure (ORCA input):
```
! wB97M-V def2-TZVPD RIJCOSX def2/J DEFGRID3
* xyz 0 1
C 0.48 0.92 0.00
F -1.98 1.37 0.91
P -0.40 -0.38 -0.94
P -1.12 1.60 -0.47
Cl 1.96 1.62 -0.08
H -0.39 -0.44 1.92
H -0.18 -0.04 -2.45
*
```

---

# 19
Density functional theory data (wB97M-V/def2-TZVPD) for a gas-phase ion, CH2ClN2O2 (charge -1) at a distorted geometry.

**Highest occupied orbital energy**: -4.52 eV
**Lowest unoccupied orbital energy**: 4.3 eV
**E_tot**: -759.41978 hartree
**Relative energy (zero: lowest compared OMol25 entry of this formula, charge and spin)**: 102.4 kJ/mol
**Orbital gap**: 8.82 eV

Structure (ORCA input):
```
! wB97M-V def2-TZVPD RIJCOSX def2/J DEFGRID3
* xyz -1 1
O -2.48 -0.07 0.48
N -1.40 -0.09 -0.08
O -1.21 0.12 -1.28
N -0.23 -0.34 0.81
C 0.91 -0.22 0.26
Cl 1.61 1.71 -0.14
H 1.08 -0.61 -0.89
H 1.71 -0.51 0.83
*
```

---

# 20
Density functional theory data (wB97M-V/def2-TZVPD) for 2 unconnected molecules or ions with the total composition CH2ClN2O2 at a distorted geometry.

**Highest occupied orbital energy (alpha / beta)**: -3.89 / -3.89 eV
**Lowest unoccupied orbital energy (alpha / beta)**: 3.6 / 3.6 eV
**E_tot**: -759.34408 hartree
**Relative energy (zero: lowest compared OMol25 entry of this formula, charge and spin)**: 301.1 kJ/mol
**Orbital gap (alpha / beta)**: 7.51 / 7.51 eV

Structure (ORCA input):
```
! wB97M-V def2-TZVPD RIJCOSX def2/J DEFGRID3
* xyz -1 1
C 0.73 -0.54 0.83
N 0.24 0.73 -0.70
N -0.95 0.49 -0.98
O -1.65 -0.40 -0.47
O -1.37 1.16 -1.98
Cl 2.02 0.23 1.68
H 1.18 -1.36 0.37
H -0.20 -0.31 1.25
*
```